(1)
Computed, not measured: a structure of composition C21H16BrCrF6N7O5S3 in a non-equilibrium geometry, with ωB97M-V/def2-TZVPD.

Each line ends with the natural charge from an NBO analysis.
Atoms and positions in Å:
C 0.568 -4.469 -1.861  -0.1911
H 2.333 0.531 1.142  0.4360
N -3.052 1.648 -0.157  -1.2028
Br -4.409 -2.740 5.056  0.0945
N 2.167 2.038 -0.160  -0.2264
C -3.979 0.159 -2.218  0.7684
S -1.837 2.584 0.155  2.2919
S 1.178 0.593 -2.233  -0.0237
H -3.004 1.531 2.876  0.2491
C 2.618 -3.210 -1.699  -0.1013
H 4.464 -3.656 -2.712  0.2313
C -2.313 -2.263 3.210  -0.1382
C 2.000 1.850 -1.511  0.2502
F -3.310 0.871 -3.118  -0.2997
F -1.320 4.915 -0.945  -0.3082
N 3.156 3.721 -1.144  -0.2211
H -1.097 -3.682 -0.744  0.2311
H 2.281 3.944 1.911  0.2429
C -2.319 4.030 -0.931  0.7595
C 4.613 -1.898 -1.497  -0.2596
H 3.859 3.146 1.893  0.2430
S -2.998 0.162 -0.622  2.2646
C 1.997 -2.284 -0.817  0.2236
H 5.648 -1.689 -1.712  0.2371
N 2.648 -1.220 -0.297  -0.5035
C -0.675 -2.164 1.398  0.2430
C -2.837 0.471 2.989  -0.2774
O -1.706 -0.253 -1.169  -0.9173
O -0.592 2.193 -0.514  -0.9502
C 1.882 -4.302 -2.205  -0.1603
C -3.615 -0.312 3.801  -0.1386
H 2.370 -5.002 -2.865  0.2296
H -2.114 -3.319 3.321  0.2316
F -5.201 0.646 -2.110  -0.2847
C -1.817 -0.103 2.200  0.5006
H 0.001 -5.300 -2.249  0.2365
C 0.641 -2.500 -0.457  0.0767
C 3.967 -2.980 -2.032  -0.0964
H 4.409 -0.186 -0.213  0.1836
F -3.429 4.638 -0.547  -0.2885
N 2.649 2.886 -2.071  -0.3445
O -3.598 -0.771 0.267  -0.8756
N 0.034 -1.627 0.449  -0.5339
C 3.904 -1.046 -0.637  0.0732
F -2.485 3.573 -2.169  -0.3069
C -3.340 -1.680 3.919  -0.1330
C -1.561 -1.505 2.295  -0.2713
C -0.052 -3.569 -0.989  -0.1883
H 1.270 1.757 1.594  0.4202
H -0.633 -3.250 1.504  0.2151
N 1.623 1.198 0.810  -0.6053
F -4.043 -1.098 -2.642  -0.2975
H 2.726 3.091 -3.056  0.4488
C 3.188 3.793 1.329  -0.6732
Cr -0.067 0.240 -0.144  1.2296
O -1.174 0.625 1.350  -0.7963
H 3.668 4.754 1.180  0.2777
C 2.868 3.220 0.010  0.3672
H -4.447 0.123 4.332  0.2439
O -1.704 3.145 1.455  -0.8860

The spin multiplicity is 4. The HOMO-LUMO gap (alpha / beta) is 7.3 / 7.0 eV. For the energy above the lowest of the compared OMol25 structures with the same formula, charge and spin, the calculation gives 102.0 kJ/mol. Its total energy is -189974.735 eV. Its expectation value of S² is 3.777. Its net charge is +1.

(2)
Computed, not measured: a cluster of 2 separate species, C21H16Cl4N2O3 in total in a non-equilibrium geometry, with ωB97M-V/def2-TZVPD.

Each line ends with the natural charge from an NBO analysis.
Atoms and positions in Å:
H -2.310 -3.357 -5.100  0.1918
H -0.397 1.794 -1.487  0.2904
C 4.185 2.726 3.375  -0.2133
C -0.930 0.341 -2.971  -0.2861
C -0.359 0.762 -1.799  0.0470
C 2.306 3.273 1.966  -0.2177
H -2.531 -0.191 -5.782  0.1829
H -3.584 -2.256 -4.505  0.1899
C -0.971 -1.033 -3.283  0.2268
H -1.411 1.080 -3.609  0.2307
Cl -2.964 -3.548 2.585  0.0886
H 3.271 0.060 1.429  0.2124
H 4.958 0.710 3.166  0.2109
C -1.290 -0.294 4.289  -0.0856
H 1.174 -0.495 0.911  0.1988
Cl -0.412 2.080 3.350  0.1159
C -1.562 -1.440 1.699  0.4449
N 0.301 -0.108 -0.952  -0.2795
C -0.310 -1.924 -2.391  -0.2771
C 0.368 -1.434 -1.312  0.0919
H 3.231 4.683 3.288  0.2122
O 0.747 2.610 -0.204  -0.6980
O -1.669 0.842 0.928  -0.4445
C -0.979 0.478 3.181  -0.1270
C 0.831 0.303 0.253  -0.3447
C -2.557 -2.618 -4.323  -0.3990
C 1.234 1.649 0.432  0.4941
Cl -2.640 -2.341 5.496  0.1067
C -1.625 -0.802 -5.658  -0.4041
H 0.943 -2.057 -0.638  0.2200
H -1.589 -1.537 -6.474  0.2019
H 1.584 3.993 1.574  0.2389
C -1.364 0.065 1.839  0.4356
H -0.749 -0.151 -5.738  0.2155
O -1.297 -2.045 0.654  -0.4741
C -1.987 -1.545 4.131  -0.0379
C 3.257 1.048 1.887  -0.2329
N -1.627 -1.506 -4.391  -0.4377
H 4.913 3.023 4.126  0.2107
C 4.205 1.429 2.842  -0.2213
C 3.243 3.659 2.915  -0.2194
H -2.522 -3.092 -3.337  0.2162
C 2.277 1.957 1.482  -0.0347
H -0.303 -2.996 -2.563  0.2305
C -2.159 -2.075 2.863  -0.1736
Cl -0.932 0.281 5.854  0.1031

The spin multiplicity is 1. The HOMO-LUMO gap is 4.3 eV. Its total energy is -81245.504 eV.

(3)
Computed, not measured: a structure of composition C21H16F6N4O6PdS4, with ωB97M-V/def2-TZVPD.

Each line ends with the natural charge from an NBO analysis.
Atoms and positions in Å:
C -3.769 -0.156 -1.911  -0.1879
F 2.374 0.513 5.697  -0.3316
H -4.514 1.842 -2.107  0.1863
N 2.666 0.295 -1.109  -0.4306
H -3.294 3.804 -1.191  0.1920
F 0.845 -0.496 4.561  -0.3008
H -1.322 4.707 0.031  0.2021
C 0.673 -2.731 -4.248  -0.2296
C 2.639 -0.589 -0.042  -0.1134
O 1.624 4.024 7.100  -0.9525
F -0.123 5.149 4.593  -0.3243
C 3.607 -0.368 0.901  -0.4789
O 0.677 -3.279 0.196  -0.9786
H 1.967 -1.438 -0.046  0.2683
O -1.775 -3.462 0.022  -0.9996
C -2.744 -0.999 -1.438  -0.3195
C -0.859 -4.555 -4.046  -0.2343
C -2.613 1.759 -1.061  -0.1029
C -1.576 0.933 -0.577  0.2028
H -0.707 -3.880 -6.875  0.2065
H 1.346 -2.128 -4.848  0.1972
C -1.628 -0.503 -0.779  0.1946
H -1.726 -4.825 -2.087  0.2325
F -1.604 3.738 5.295  -0.3115
O -0.034 1.888 3.444  -0.9287
H -2.847 -2.065 -1.574  0.2255
H 1.007 -1.574 -2.460  0.2478
C 0.188 -4.121 -6.296  -0.6201
S 4.525 1.016 0.488  0.3640
C -0.368 -3.185 -2.136  -0.3342
C -2.506 3.149 -0.833  -0.1731
H 0.425 3.095 0.832  0.2108
C -0.497 4.394 5.632  0.7025
S 0.860 3.230 6.179  2.2584
H -4.614 -0.606 -2.421  0.1900
O 0.141 2.087 6.671  -0.9458
F -0.817 5.232 6.639  -0.3376
C 0.493 -2.417 -2.909  -0.1277
C 0.003 -3.800 -4.836  -0.0430
H -1.392 -5.391 -4.489  0.1907
S -0.553 -2.793 -0.399  2.3340
F 2.849 -0.271 3.766  -0.3200
Pd 0.845 0.099 1.475  0.1059
C -1.427 3.648 -0.167  -0.2595
C -0.442 2.745 0.283  0.0482
C -1.048 -4.250 -2.705  -0.1874
H 0.396 -5.183 -6.445  0.2041
S 1.373 1.994 3.713  2.2354
C -3.723 1.196 -1.742  -0.2679
C 3.586 1.188 -0.941  -0.1699
H 3.811 -0.940 1.786  0.2463
N 1.724 3.008 4.888  -1.2344
N -0.546 -1.232 -0.337  -0.9560
C 1.881 0.326 4.461  0.7327
H 1.018 -3.553 -6.718  0.2066
O 2.288 2.259 2.645  -0.9282
H 3.749 2.019 -1.613  0.1932
N -0.511 1.453 0.089  -0.4487

The spin multiplicity is 1. The HOMO-LUMO gap is 4.8 eV. For the energy above the lowest of the compared OMol25 structures with the same formula, charge and spin, the calculation gives 219.0 kJ/mol. Its total energy is -103408.077 eV. Its net charge is -2.

(4)
Computed, not measured: an isolated molecule of C21H16N2O5 in a non-equilibrium geometry, with ωB97M-V/def2-TZVPD.

Each line ends with the natural charge from an NBO analysis.
Atoms and positions in Å:
H 1.862 0.600 1.806  0.2160
C -2.464 -1.323 -1.034  -0.2632
C -3.268 -0.605 -1.899  -0.1831
C 3.212 -1.667 -0.557  0.1470
C -5.157 -0.967 -0.472  -0.1946
C 1.956 2.639 1.203  -0.2573
H -4.782 -2.106 1.302  0.2129
H -2.839 -0.195 -2.800  0.2193
O -0.578 4.645 -0.286  -0.4918
C 1.322 1.411 1.344  -0.1707
C -4.613 -0.420 -1.622  -0.2316
O -0.357 -3.450 1.922  -0.6131
O 1.491 -0.138 -1.069  -0.5891
H -1.753 2.136 0.074  0.2263
C 5.263 -2.250 -1.195  -0.3174
H -1.421 -1.469 -1.266  0.2317
H 2.974 2.790 1.521  0.2277
O 1.611 4.947 0.370  -0.4770
C -4.359 -1.680 0.404  -0.2685
H 4.167 -0.569 -2.178  0.2451
C -0.093 3.472 0.232  0.2962
C 0.006 1.209 0.937  -0.0715
C 1.233 3.657 0.630  0.2326
H 1.494 -2.494 1.031  0.4376
H 0.753 5.892 -1.248  0.1552
C -0.910 -2.533 1.337  0.6640
C 4.207 -1.350 -1.448  -0.2371
N 1.178 -1.608 0.648  -0.6255
H -6.207 -0.838 -0.253  0.2165
C 4.838 -3.048 -0.175  0.1165
C 1.891 -1.051 -0.376  0.6347
C -0.669 -0.069 1.093  -0.1511
O 3.605 -2.707 0.218  -0.3966
N -2.234 -2.595 1.045  -0.6325
H -1.729 0.001 1.295  0.2200
H -5.235 0.141 -2.302  0.2159
H 6.205 -2.299 -1.700  0.2331
C 0.491 5.564 -0.228  0.2371
H 5.307 -3.864 0.338  0.2073
C -0.732 2.272 0.389  -0.2611
C -3.003 -1.848 0.138  0.2260
H 0.192 6.441 0.368  0.1573
H -2.712 -3.372 1.487  0.4110
C -0.145 -1.300 0.978  0.0460

The spin multiplicity is 1. The structure (SMILES) is O=C(Nc1ccccc1)/C(=C/c1ccc2c(c1)OCO2)NC(=O)c1ccco1. The HOMO-LUMO gap is 8.0 eV. For the energy above the lowest of the compared OMol25 structures with the same formula, charge and spin, the calculation gives 84.6 kJ/mol. Its total energy is -35253.676 eV.

(5)
Computed, not measured: a structure of composition C21H16N4O11RuS, with ωB97M-V/def2-TZVPD.

Each line ends with the natural charge from an NBO analysis.
Atoms and positions in Å:
C -3.436 1.536 -1.563  -0.1414
H -0.089 0.126 2.344  0.2277
O 3.744 -2.785 -0.712  -0.6683
H 0.103 -3.704 0.464  0.2513
H -0.562 1.441 -3.440  0.2430
S 0.248 3.732 0.091  2.3830
O 3.604 -1.926 4.523  -0.3786
C 1.928 -0.389 -0.497  0.0859
C -0.578 5.262 -0.161  -0.8907
C -5.692 -1.366 -1.141  0.2498
C -2.543 -0.345 -2.810  -0.1151
O 5.010 -1.834 0.854  -0.5693
H -5.284 1.182 -0.526  0.2369
H 2.076 2.208 1.210  0.4677
O 1.367 3.970 0.970  -0.9574
C -1.221 1.767 -2.645  -0.3282
H 4.070 0.664 1.715  0.2622
H -0.534 5.833 0.763  0.2663
N 2.246 1.276 0.831  -0.3030
O 0.132 -0.372 -1.987  -0.6539
C -4.511 0.772 -1.160  -0.1957
H 2.042 -4.328 1.937  0.2624
C -1.191 -1.387 0.363  0.7829
C 2.013 -2.437 2.931  0.0372
O -0.744 2.771 0.656  -0.9339
H 1.824 -0.509 3.829  0.2512
C 1.173 -1.044 -1.617  0.7799
H -3.700 -2.140 -2.721  0.2437
C 3.112 -0.648 0.185  -0.2464
C -3.615 -1.107 -2.415  -0.1642
H -0.050 5.782 -0.959  0.2634
C 0.488 -3.018 1.207  -0.1616
H -1.607 5.057 -0.445  0.2521
C -4.584 -0.553 -1.575  -0.0398
C 1.557 -3.367 2.015  -0.1970
O -1.418 -0.078 0.247  -0.6872
C 1.437 -1.190 3.086  -0.2198
H -1.761 -0.775 -3.416  0.2491
C -0.091 -1.757 1.317  -0.1742
H 2.928 -2.587 -1.240  0.5118
H -3.349 2.566 -1.239  0.2199
C 3.280 0.449 1.014  0.0748
H -1.334 2.844 -2.576  0.2154
O -1.837 -2.227 -0.211  -0.5633
O 3.593 -3.923 3.718  -0.3540
N 1.403 0.757 -0.072  -0.2156
C -2.425 0.982 -2.362  -0.1278
N 3.172 -2.789 3.784  0.5313
Ru -0.407 1.205 -0.796  1.1097
O 1.575 -2.084 -2.111  -0.6190
O 0.588 3.159 -1.248  -0.9317
C 4.051 -1.806 0.130  0.7837
N -6.579 -2.013 -0.802  -0.2698
C 0.376 -0.850 2.263  -0.1356

The spin multiplicity is 1. The HOMO-LUMO gap is 7.4 eV. For the energy above the lowest of the compared OMol25 structures with the same formula, charge and spin, the calculation gives 61.5 kJ/mol. Its total energy is -63934.788 eV.

Which formula does entry 3 have?
C21H16F6N4O6PdS4